No. 1
DFT (ωB97M-V/def2-TZVPD) results for C35H50CsN3OPS7 as an isolated structure.

Results
Relative energy (zero: lowest compared OMol25 entry of this formula, charge and spin), kJ/mol: 19.3
Electronic energy, a.u.: -4752.1296
HOMO, eV: -3.0
Frontier orbital gap, eV: 4.7

```
! wB97M-V def2-TZVPD RIJCOSX def2/J DEFGRID3
* xyz -1 1
Cs -0.40997 0.48265 0.55618
C -5.24259 -2.95792 -0.13725
C -4.86049 -2.36992 1.21302
S -3.11608 -1.90908 1.33104
C -2.46885 -3.02681 2.58908
C -2.17166 -4.45358 2.14788
S -0.93497 -4.54213 0.81694
C -1.86920 -5.19473 -0.59182
C -2.94447 -4.29463 -1.19986
S -4.59600 -4.61318 -0.49064
H -4.94812 -2.28545 -0.94387
H -6.32797 -3.06622 -0.19605
H -5.09397 -3.06669 2.01918
H -5.43584 -1.45592 1.37521
H -3.15522 -3.02728 3.43949
H -1.56093 -2.53198 2.94230
H -3.07364 -4.95449 1.79812
H -1.77665 -5.01778 2.99470
H -2.28205 -6.17046 -0.32932
H -1.09043 -5.37498 -1.33615
H -3.00649 -4.47626 -2.27406
H -2.70081 -3.24742 -1.02654
S -0.41183 3.41810 1.83137
C -1.70753 4.11147 0.82900
C -1.53264 5.42613 0.37237
C -2.44877 6.07238 -0.44024
C -3.60020 5.39619 -0.82370
C -3.79980 4.09923 -0.38359
C -2.88939 3.41596 0.44214
S -3.27318 1.75340 0.91727
H -0.63111 5.94131 0.68313
H -2.26769 7.09142 -0.76407
H -4.33908 5.87582 -1.45638
H -4.69495 3.56255 -0.67541
C 5.22356 -1.44385 -1.11132
C 3.71980 -1.40321 -0.83865
C 3.24568 -2.78107 -0.36380
C 3.01365 -1.08889 -2.16376
P 3.05294 -0.10511 0.35660
C 3.87860 1.42884 -0.23855
C 5.25147 1.68835 -0.22559
C 5.75803 2.88899 -0.69695
C 4.89957 3.86230 -1.19365
C 3.53451 3.62924 -1.20717
C 3.03425 2.42391 -0.73100
C 3.72031 -0.37483 2.09402
C 3.61523 0.98847 2.78949
C 2.71772 -1.31725 2.78208
C 5.12698 -0.93742 2.28059
H 5.42982 -2.25883 -1.81336
H 5.81788 -1.62251 -0.21870
H 5.56698 -0.51977 -1.57719
H 3.41065 -3.51394 -1.15949
H 2.17982 -2.78387 -0.12355
H 3.79183 -3.12286 0.51556
H 3.29846 -1.83417 -2.91315
H 3.29830 -0.10501 -2.54413
H 1.92856 -1.11078 -2.05302
H 5.93955 0.94793 0.15902
H 6.82556 3.06900 -0.67053
H 5.29524 4.80357 -1.55342
H 2.85011 4.39033 -1.55814
H 1.96094 2.27766 -0.71134
H 2.63904 1.45463 2.63014
H 4.38212 1.68313 2.44346
H 3.73552 0.84800 3.86712
H 1.72392 -0.87128 2.81364
H 3.03066 -1.48984 3.81581
H 2.64367 -2.28622 2.29010
H 5.89728 -0.31538 1.82455
H 5.22038 -1.94932 1.88702
H 5.34086 -0.98578 3.35313
N -1.78132 1.15514 -7.24752
C -1.70776 -0.08002 -6.67505
O -1.99008 -1.10006 -7.27280
C -1.21474 -0.11592 -5.24957
C -1.50252 -1.23793 -4.48913
C -1.08563 -1.26533 -3.16827
N -0.40440 -0.27403 -2.59577
C -0.11562 0.79038 -3.33793
C -0.49907 0.91752 -4.66500
H -2.23000 1.19259 -8.14885
H -1.82349 1.98004 -6.67505
H -2.05251 -2.05832 -4.92789
H -1.31338 -2.11604 -2.53546
H 0.44314 1.58373 -2.85271
H -0.21564 1.80678 -5.21210
S -0.50227 -0.16935 4.17553
C -1.90939 0.70063 4.43264
N -2.15171 1.93540 4.05562
C -3.53015 2.39273 4.13683
C -4.15759 1.60831 5.28556
S -3.29207 0.00736 5.27714
H -1.52605 2.37737 3.34866
H -4.00683 2.17764 3.17434
H -3.55408 3.46699 4.31586
H -5.22465 1.45996 5.13735
H -3.98909 2.09158 6.24823
*
```

=====

No. 2
DFT (ωB97M-V/def2-TZVPD) results for an isolated molecule of C3H5NO3 in a non-equilibrium geometry.

Results
Relative energy (zero: lowest compared OMol25 entry of this formula, charge and spin), kJ/mol: 189.3
Electronic energy, a.u.: -397.7646
HOMO, eV: -9.5
Frontier orbital gap, eV: 10.1
Structure (SMILES): O=CCNC(=O)O

```
! wB97M-V def2-TZVPD RIJCOSX def2/J DEFGRID3
* xyz 0 1
O 2.18424 0.34153 1.00752
C 1.27315 -0.43939 1.06216
C 0.53377 -0.92464 -0.16074
N -0.83891 -0.43165 -0.19143
C -1.09185 0.94112 -0.28664
O -1.09272 1.68105 0.65471
O -1.35258 1.36315 -1.56923
H 0.99430 -0.93906 2.01885
H 0.46497 -2.01906 -0.15446
H 1.04612 -0.64577 -1.06778
H -1.46140 -0.93683 0.43056
H -0.65907 2.00954 -1.74351
*
```

=====

No. 3
DFT (ωB97M-V/def2-TZVPD) results for a 2-piece molecular cluster, C3H5N2O3 overall in a non-equilibrium geometry.

Results
Relative energy (zero: lowest compared OMol25 entry of this formula, charge and spin), kJ/mol: 506.2
Electronic energy, a.u.: -452.4745
HOMO, eV: -3.3
Frontier orbital gap, eV: 7.2

```
! wB97M-V def2-TZVPD RIJCOSX def2/J DEFGRID3
* xyz -1 1
C 0.73648 1.49799 0.35226
C 0.10349 0.36095 0.02575
C -2.32151 0.45967 0.14879
N 0.21019 -2.08085 -0.35876
N 0.78633 -0.80078 -0.48637
O -2.77842 0.94728 -0.86742
O -2.52840 0.12576 1.30350
O 2.15713 1.69381 0.22449
H 0.24110 2.36033 0.60323
H -0.29669 -2.36512 -1.29464
H -0.63216 -2.27414 0.30210
H 1.69246 -0.82671 -0.01034
H 2.62998 0.90182 0.05740
*
```

=====

No. 4
DFT (ωB97M-V/def2-TZVPD) results for C5H10OPPd as an isolated structure in a non-equilibrium geometry.

Results
Relative energy (zero: lowest compared OMol25 entry of this formula, charge and spin), kJ/mol: 0.0
<S²>: 2.01
Electronic energy, a.u.: -740.8038
HOMO (spin up / spin down), eV: 0.3 / -3.0
Frontier orbital gap (spin up / spin down), eV: 3.8 / 6.6

```
! wB97M-V def2-TZVPD RIJCOSX def2/J DEFGRID3
* xyz -1 3
C 0.51244 1.40304 -0.19526
C 1.85875 1.05916 -0.01773
C 1.97900 0.40577 1.25839
C 0.70325 0.42704 1.88308
C -0.24292 1.05692 0.98882
Pd 0.75260 -0.65111 0.14929
P -0.81458 -0.83595 -2.13283
H 0.08963 1.77926 -1.07719
H 2.72689 1.34719 -0.60790
H 2.92116 0.17831 1.71981
H -1.32003 1.23494 1.08729
H 0.60266 0.02559 2.87942
H -1.23882 -2.17245 -2.52336
H -0.17439 -0.23746 -3.29479
H -1.95459 -0.03293 -1.70277
O -2.43680 -1.92398 0.46368
H -2.32036 -0.99758 0.16456
H -1.64387 -2.06574 0.95749
*
```

=====

No. 5
DFT (ωB97M-V/def2-TZVPD) results for an isolated molecule of C4H6N2 in a non-equilibrium geometry.

Results
Relative energy (zero: lowest compared OMol25 entry of this formula, charge and spin), kJ/mol: 524.9
Electronic energy, a.u.: -265.3356
HOMO (spin up / spin down), eV: -8.0 / -8.5
Frontier orbital gap (spin up / spin down), eV: 8.3 / 8.4
Structure (SMILES): C1=NN=CCC1

```
! wB97M-V def2-TZVPD RIJCOSX def2/J DEFGRID3
* xyz 0 1
C 0.42600 -1.54439 0.58139
N 0.43971 -1.16273 1.77591
N -0.06702 -0.25068 2.48739
C -0.21293 1.07590 1.42527
C -0.08371 0.72304 0.00006
C -0.38292 -0.80229 -0.40842
H 1.13870 -2.29585 0.43892
H 0.16928 1.89022 1.96510
H -0.72746 1.24526 -0.55039
H 0.94582 0.97261 -0.29394
H 0.16557 -0.82860 -1.32360
H -1.42079 -1.06040 -0.55545
*
```

=====

No. 6
DFT (ωB97M-V/def2-TZVPD) results for an isolated molecule of C5H11NO in a non-equilibrium geometry.

Results
Relative energy (zero: lowest compared OMol25 entry of this formula, charge and spin), kJ/mol: 291.7
Electronic energy, a.u.: -327.0202
HOMO, eV: -8.3
Frontier orbital gap, eV: 9.2
Structure (SMILES): CCN(C)CC=O

```
! wB97M-V def2-TZVPD RIJCOSX def2/J DEFGRID3
* xyz 0 1
C -0.57815 0.63742 -1.96642
C 0.59049 -0.14822 -1.39733
N 0.30741 -0.54179 0.02506
C 1.50944 -0.35570 0.84871
C -0.82783 -0.56959 0.94291
C -1.34633 0.64883 1.59316
O -2.14662 0.64437 2.49305
H -1.44444 0.09887 -1.58163
H -0.68694 1.71898 -1.80069
H -0.58368 0.39873 -3.04426
H 0.92435 -1.07117 -1.90539
H 1.53101 0.38680 -1.33259
H 1.54803 -1.05535 1.68692
H 2.46277 -0.47130 0.31768
H 1.52132 0.63138 1.36541
H -0.48831 -1.07026 1.86993
H -1.50578 -1.39857 0.66415
H -0.78676 1.51657 1.22134
*
```

=====

No. 7
DFT (ωB97M-V/def2-TZVPD) results for C27H23I2InN3O8S as an isolated structure.

Results
Relative energy (zero: lowest compared OMol25 entry of this formula, charge and spin), kJ/mol: 37.2
Electronic energy, a.u.: -2992.5436
HOMO, eV: -10.2
Frontier orbital gap, eV: 6.8

```
! wB97M-V def2-TZVPD RIJCOSX def2/J DEFGRID3
* xyz 1 1
In 0.02668 -0.32821 -0.41003
I 5.73706 -0.53066 -5.17466
C 3.86169 -0.66281 -4.27079
C 3.21199 -1.88875 -4.20407
C 1.98236 -1.97620 -3.57475
I 1.00731 -3.81344 -3.43611
C 1.37115 -0.85432 -2.99593
O 0.21086 -0.94735 -2.36729
C 2.05112 0.37517 -3.07832
C 1.44742 1.56217 -2.37916
N 1.43328 1.33677 -0.90589
C 2.76344 1.00547 -0.35600
C 3.05618 -0.47779 -0.39342
C 4.30610 -0.97410 -0.71696
C 4.50921 -2.34353 -0.68293
C 3.46443 -3.18110 -0.32110
C 2.24222 -2.61621 -0.02346
N 2.04707 -1.29238 -0.05832
C 3.28074 0.46464 -3.71583
H 3.66368 -2.77204 -4.63432
H 2.00890 2.47196 -2.59791
H 0.41326 1.70387 -2.69821
H 1.09921 2.16953 -0.42004
H 3.54713 1.54273 -0.89226
H 2.77350 1.33798 0.68416
H 5.09594 -0.29676 -1.01294
H 5.47181 -2.75622 -0.95468
H 3.58605 -4.25402 -0.29305
H 1.38331 -3.22104 0.23910
H 3.78756 1.42107 -3.76951
O -4.14821 0.70929 -1.42671
C -2.92760 0.84701 -0.95421
O -2.01065 0.13102 -1.31268
C -2.77688 1.92419 0.06125
C -3.87738 2.58328 0.58630
C -3.65419 3.51816 1.58362
C -2.35540 3.72699 2.01416
C -1.32397 3.01715 1.40789
N -1.52135 2.14246 0.43247
C 0.10931 3.24154 1.81932
O 0.33852 3.36238 3.12666
O 1.00205 3.36173 1.02431
H -4.16053 -0.03454 -2.05237
H -4.87107 2.36003 0.22861
H -4.47711 4.06842 2.01808
H -2.14070 4.45151 2.78928
H -0.43754 3.11890 3.64908
C 0.31716 -4.12803 6.86995
C -0.00122 -3.24399 5.69654
C 1.00266 -2.55398 5.02443
C 0.70954 -1.74426 3.93777
C -0.60977 -1.62808 3.52922
C -1.63626 -2.29945 4.18481
C -1.32084 -3.10518 5.26065
S -1.01372 -0.61815 2.16443
O -2.23227 0.08930 2.43927
O -1.13757 -1.51308 0.94922
O 0.15900 0.24068 1.85289
H 1.35363 -4.01646 7.18234
H 0.15300 -5.17585 6.61248
H -0.32665 -3.89563 7.71815
H 2.02776 -2.64396 5.36140
H 1.48817 -1.20072 3.42001
H -2.66053 -2.17899 3.85817
H -2.10996 -3.63391 5.78117
*
```

=====

No. 8
DFT (ωB97M-V/def2-TZVPD) results for C30H46ClCoN6O4SSi4Te as an isolated structure in a non-equilibrium geometry.

Results
Relative energy (zero: lowest compared OMol25 entry of this formula, charge and spin), kJ/mol: 0.0
<S²>: 6.02
Electronic energy, a.u.: -5467.5007
HOMO (spin up / spin down), eV: -6.2 / -6.9
Frontier orbital gap (spin up / spin down), eV: 5.1 / 5.4

```
! wB97M-V def2-TZVPD RIJCOSX def2/J DEFGRID3
* xyz 0 5
Co -1.00905 1.98911 1.67131
C -1.35683 2.57906 -4.46994
C -2.20907 1.57503 -3.67809
N -2.80482 2.12773 -2.46444
C -2.22328 2.13654 -1.23585
S -0.52757 1.74266 -1.08884
N -3.03126 2.45657 -0.24396
N -2.44646 2.85900 0.89617
C -3.08804 3.80935 1.61670
C -4.29974 4.53199 1.14404
C -2.37797 4.12661 2.85196
C -2.79170 5.00833 3.86459
C -2.07593 5.07200 5.07749
C -0.94336 4.29760 5.20121
C -0.48500 3.51391 4.12726
N -1.18244 3.42797 2.97444
H -0.84730 2.00222 -5.26231
H -0.60112 3.04655 -3.78935
H -1.97975 3.39631 -4.90099
H -1.56286 0.70684 -3.38833
H -3.05052 1.30542 -4.34947
H -3.79832 2.31407 -2.41516
H -4.56856 4.11205 0.17305
H -4.08417 5.60988 1.06655
H -5.12535 4.45183 1.87120
H -3.65759 5.63970 3.72450
H -2.39391 5.69954 5.90861
H -0.42249 4.25616 6.14760
H 0.44682 2.95025 4.19665
O 0.65158 -1.74508 5.67070
C 1.71392 -1.37565 4.96703
O 2.83492 -1.71872 5.27497
C 1.44573 -0.42464 3.88921
C 2.48050 0.21748 3.09287
Cl 4.13097 0.08042 3.24761
N 1.88688 1.07432 2.25480
N 0.53133 1.09254 2.46434
C 0.27854 0.13346 3.38255
C -1.15946 0.01315 3.76616
O -1.45068 -0.80885 4.66916
O -1.95357 0.74324 3.11166
C 2.51746 1.94504 1.32551
C 2.00228 3.19114 1.01323
C 2.55865 3.91855 -0.04623
C 3.57256 3.37735 -0.83345
C 4.11926 2.14638 -0.45295
C 3.59077 1.42991 0.61164
H -0.26242 -1.40359 5.21349
H 1.15510 3.60771 1.56707
H 2.12280 4.89794 -0.23243
H 3.91601 3.91944 -1.71150
H 4.98578 1.73875 -0.97210
H 4.00533 0.46828 0.86324
C -1.00066 -4.80370 -3.21947
Si -1.71425 -3.43500 -2.15557
C -2.84666 -4.20636 -0.86504
C -2.77844 -2.26264 -3.27536
Si 0.17191 -2.21465 -1.25653
Te -1.40001 -0.70559 -0.02992
Si 1.75357 -1.71137 -2.98073
C 1.20714 -0.19641 -3.99077
C 3.42638 -1.31798 -2.21369
C 1.84497 -3.19694 -4.18480
Si 1.27881 -3.56001 0.39570
C 2.88734 -2.69179 0.90762
C 1.69074 -5.31401 -0.29219
C 0.13899 -3.62894 1.90335
H -1.86590 -5.47861 -3.48722
H -0.27542 -5.45385 -2.71114
H -0.58157 -4.43578 -4.16363
H -3.69807 -4.69495 -1.39866
H -3.26726 -3.46117 -0.16806
H -2.35096 -4.99207 -0.23678
H -3.68307 -2.85237 -3.60918
H -2.19676 -1.95558 -4.16953
H -3.10728 -1.36437 -2.73132
H 0.89787 0.63252 -3.29405
H 0.36856 -0.40064 -4.66946
H 2.05430 0.18502 -4.61375
H 3.43223 -0.55089 -1.43779
H 4.07829 -0.96524 -3.07473
H 3.93121 -2.22629 -1.78679
H 1.08889 -3.15968 -4.99644
H 1.69041 -4.14455 -3.62750
H 2.86125 -3.24529 -4.64437
H 3.78906 -3.18876 0.51034
H 2.93311 -2.70462 2.03003
H 2.93375 -1.62316 0.65243
H 2.06848 -5.27397 -1.33660
H 0.78472 -5.94709 -0.25673
H 2.50386 -5.77648 0.30630
H -0.23181 -2.64766 2.22604
H 0.74220 -3.98744 2.75748
H -0.73649 -4.30446 1.82537
*
```